No. 1
Molecular formula: C10H17Br6N
Method: DFT, the ωB97M-V functional and the def2-TZVPD basis

Properties
HOMO-LUMO gap, eV: 8.582
SMILES: c1cc[nH]c1.BrCCBr.BrCCBr.BrCCBr
DFT total energy, eV: -432390.88920
Total charge: 0
2S+1: 1
Highest occupied orbital energy, eV: -8.34

The geometry in XYZ format:
```
34
C10H17Br6N | OMol25 | the ωB97M-V functional and the def2-TZVPD basis
Br -0.5325 -3.5699 0.4215
C -2.3176 -3.7432 -0.4314
C -3.2170 -2.6324 0.0344
Br -5.0788 -3.0372 -0.5246
H -2.7414 -4.6932 -0.1319
H -2.1605 -3.6535 -1.5016
H -2.9803 -1.6211 -0.2856
H -3.1889 -2.5051 1.1194
Br 3.2398 5.3404 -1.6661
C 3.0347 3.7001 -2.7178
C 1.8187 3.7318 -3.6137
Br 1.8084 2.0922 -4.7097
H 2.8790 2.9198 -1.9758
H 3.9769 3.5426 -3.2275
H 1.8328 4.5571 -4.3172
H 0.9100 3.7169 -3.0227
Br 3.6097 -0.2174 -0.1139
C 1.9865 -0.3129 -1.1831
C 0.9514 0.6551 -0.6506
Br -0.7956 0.1981 -1.3728
H 1.6120 -1.3318 -1.1275
H 2.2477 -0.1155 -2.2197
H 1.1230 1.6952 -0.9061
H 0.8859 0.5630 0.4302
N -0.8704 -0.4451 2.2406
C 0.2304 -0.7295 3.0156
C -0.2137 -0.7678 4.3107
C -1.6012 -0.5042 4.3490
C -1.9705 -0.3048 3.0326
H -0.9623 -0.3451 1.2432
H 1.2034 -0.7742 2.5575
H 0.4344 -0.9346 5.1582
H -2.2399 -0.4239 5.2092
H -2.9145 -0.0496 2.5770
```

=====

No. 2
Molecular formula: C23H28N6O2S
Method: DFT, the ωB97M-V functional and the def2-TZVPD basis

Properties
Relative energy (zero: lowest compared OMol25 entry of this formula, charge and spin), kJ/mol: 5.0
HOMO-LUMO gap, eV: 8.837
SMILES: CC[C@@H](c1nnc(SCC(=O)Nc2ccc(C(N)=O)cc2)n1Cc1ccccc1)N(C)C
DFT total energy, eV: -48177.62170
Total charge: 0
2S+1: 1
Highest occupied orbital energy, eV: -8.37

The geometry in XYZ format:
```
60
C23H28N6O2S | OMol25 | the ωB97M-V functional and the def2-TZVPD basis
C 1.0298 -2.5713 3.1685
H 0.4842 -3.3486 3.6955
C 0.3270 -1.2226 3.2647
H 0.1257 -0.9873 4.3122
H 0.9987 -0.4547 2.8762
C -0.9949 -1.0736 2.4809
C -0.7858 -1.2102 1.0096
N 0.3068 -1.5491 0.3893
N 0.0714 -1.5155 -0.9344
C -1.1751 -1.1496 -1.1059
N -1.7757 -0.9473 0.0969
C -3.1185 -0.4869 0.3463
C -3.1225 0.9683 0.7458
C -3.7187 1.3708 1.9328
C -3.7049 2.7041 2.3042
C -3.0880 3.6437 1.4960
C -2.4913 3.2479 0.3107
C -2.5105 1.9167 -0.0644
H -2.0507 1.6130 -0.9939
H -2.0111 3.9766 -0.3247
H -3.0733 4.6829 1.7882
H -4.1737 3.0089 3.2282
H -4.1970 0.6364 2.5644
H -3.5413 -1.0987 1.1470
H -3.6906 -0.6313 -0.5761
S -1.9933 -0.9471 -2.6262
C -0.7504 -1.6383 -3.7678
H -0.3154 -2.5118 -3.2848
H -1.3139 -1.9239 -4.6555
C 0.3128 -0.6118 -4.1638
O 0.2899 -0.0721 -5.2470
N 1.2284 -0.4231 -3.1865
C 2.3168 0.4461 -3.1687
C 2.6779 1.2502 -4.2475
C 3.7739 2.0819 -4.1406
C 4.5403 2.1201 -2.9786
C 4.1661 1.3234 -1.8984
C 3.0649 0.4989 -1.9908
H 2.7678 -0.1111 -1.1493
H 4.7132 1.3663 -0.9676
C 5.7100 3.0398 -2.9392
O 5.7730 4.0590 -3.5949
N 6.7163 2.6660 -2.1044
H 6.7451 1.7578 -1.6790
H 7.5501 3.2296 -2.0909
H 4.0590 2.7188 -4.9640
H 2.0966 1.2214 -5.1538
H 1.0684 -0.9325 -2.3066
N -2.1382 -1.8945 2.8685
C -2.5878 -1.6708 4.2238
H -1.9253 -2.1130 4.9812
H -2.6650 -0.6002 4.4086
H -3.5761 -2.1184 4.3369
C -2.0672 -3.3072 2.5529
H -1.5372 -3.4535 1.6149
H -3.0865 -3.6857 2.4409
H -1.5718 -3.9020 3.3297
H -1.3285 -0.0345 2.6426
H 2.0169 -2.4933 3.6194
H 1.1493 -2.8571 2.1284
```